{
  "formula": "C30H28ClN4O4PtS2",
  "method": "ωB97M-V with the def2-TZVPD basis set",
  "species": ["Pt", "Cl", "C", "C", "C", "C", "O", "C", "C", "N", "C", "C", "C", "C", "C", "C", "C", "C", "N", "C", "C", "H", "H", "H", "H", "H", "H", "H", "H", "H", "H", "O", "S", "O", "O", "S", "C", "C", "C", "C", "C", "C", "C", "C", "C", "C", "H", "H", "H", "H", "H", "H", "H", "N", "C", "C", "N", "C", "C", "H", "H", "H", "H", "H", "H", "H", "H", "H", "H", "H"],
  "positions_angstrom": [[-0.583342, 0.238661, 0.440914], [2.946462, -5.850163, 2.258292], [2.354604, -4.508957, 1.386300], [3.266908, -3.771824, 0.571435], [2.830883, -2.687970, -0.100304], [1.439672, -2.246324, -0.016378], [1.070996, -1.232704, -0.622204], [0.520098, -3.061141, 0.789254], [-0.901334, -2.820242, 0.914637], [-1.556999, -1.800936, 0.503035], [-2.966198, -1.802688, 0.628810], [-3.730454, -2.931837, 0.753982], [-5.117497, -2.845074, 0.985628], [-5.721396, -1.627104, 1.085914], [-4.971229, -0.443281, 0.896468], [-5.535736, 0.850669, 0.975743], [-4.750953, 1.941577, 0.763564], [-3.393241, 1.748233, 0.443325], [-2.844941, 0.563116, 0.365656], [-3.598516, -0.536638, 0.628769], [1.018661, -4.166620, 1.463690], [4.289820, -4.114876, 0.492978], [3.476899, -2.136387, -0.772269], [-1.446100, -3.600541, 1.442749], [-3.274616, -3.908766, 0.663685], [-5.696792, -3.750950, 1.094582], [-6.779975, -1.551126, 1.298479], [-6.589294, 0.956819, 1.202313], [-5.143166, 2.945886, 0.827893], [-2.749321, 2.587384, 0.212164], [0.352828, -4.761687, 2.075418], [0.305711, -0.733454, 2.403556], [-0.645420, -0.040623, 3.366905], [-1.968360, -0.625196, 3.273980], [-0.085200, 0.086210, 4.683666], [-0.741829, 1.833521, 2.471078], [-0.146696, 0.490747, -5.268092], [-0.470772, -0.474574, -4.286088], [-0.573619, -0.115754, -2.974844], [-0.353898, 1.222436, -2.551830], [-0.439620, 1.614739, -1.178023], [-0.317772, 2.946914, -0.875695], [-0.046022, 3.923095, -1.868792], [0.093753, 3.551189, -3.171527], [-0.066673, 2.190874, -3.545751], [0.040353, 1.790561, -4.904357], [-0.069702, 0.197843, -6.306934], [-0.647300, -1.501145, -4.581081], [-0.849924, -0.854338, -2.233083], [-0.392469, 3.282370, 0.156096], [0.049546, 4.963411, -1.582665], [0.302377, 4.285253, -3.940557], [0.258189, 2.545465, -5.650457], [4.849493, 1.170764, 0.802957], [4.155517, 1.283145, 2.141417], [2.728751, 0.788759, 1.960421], [2.012550, 1.484947, 0.909824], [2.720964, 1.555902, -0.356522], [4.155882, 2.039265, -0.220612], [4.772165, 0.195897, 0.499425], [5.841454, 1.395914, 0.871451], [4.198699, 2.333644, 2.425687], [4.711419, 0.685960, 2.862335], [2.186208, 0.890694, 2.898845], [2.745867, -0.284336, 1.733392], [1.664110, 2.382058, 1.226167], [2.188411, 2.225775, -1.031507], [2.699892, 0.563387, -0.821939], [4.205250, 3.057688, 0.163226], [4.711985, 1.976484, -1.154592]],
  "atomic_forces_ev_per_a": [[0.01, 0.80, -0.15], [-0.02, -0.02, 0.00], [0.44, 0.06, -0.16], [-0.08, -0.31, 0.26], [-0.38, 0.15, -0.15], [-0.08, -0.27, 0.16], [0.33, 0.00, -0.13], [0.30, -0.08, 0.10], [0.00, 0.02, 0.04], [-0.11, 0.18, -0.04], [0.09, 0.08, 0.04], [-0.06, -0.17, -0.04], [0.11, -0.02, -0.02], [-0.04, 0.07, 0.01], [-0.16, 0.04, 0.03], [-0.07, -0.08, -0.01], [0.12, 0.05, -0.07], [-0.04, 0.09, -0.21], [-0.05, -0.04, 0.47], [0.24, 0.07, -0.11], [-0.31, 0.22, -0.06], [0.00, -0.01, 0.04], [-0.02, 0.04, 0.02], [0.06, -0.08, -0.04], [-0.06, -0.02, 0.02], [0.02, -0.02, 0.00], [0.00, 0.02, -0.02], [0.00, -0.01, 0.02], [0.01, 0.00, -0.02], [-0.01, 0.01, 0.08], [0.03, -0.03, 0.01], [-0.30, 0.19, 0.04], [0.02, -0.35, 0.06], [0.16, 0.04, -0.01], [0.13, 0.08, -0.18], [-0.22, -0.32, -0.05], [-0.04, -0.08, 0.06], [0.02, 0.04, -0.11], [-0.02, 0.00, 0.09], [-0.06, -0.12, 0.10], [-0.08, -0.25, -0.02], [0.05, 0.11, 0.07], [-0.02, -0.05, 0.08], [0.00, -0.09, -0.04], [0.06, 0.11, -0.09], [-0.01, 0.05, 0.08], [0.00, 0.00, 0.00], [-0.01, 0.01, -0.01], [0.05, 0.01, 0.03], [-0.03, 0.00, -0.01], [-0.01, 0.00, 0.01], [0.01, 0.00, 0.00], [0.01, 0.00, 0.00], [-0.15, 0.02, 0.01], [0.05, -0.03, -0.01], [-0.06, 0.02, -0.02], [0.23, -0.10, -0.21], [-0.07, 0.00, 0.06], [0.06, 0.00, 0.03], [0.10, 0.04, -0.01], [-0.04, 0.03, 0.02], [0.01, 0.01, 0.01], [0.01, -0.01, -0.01], [-0.03, -0.02, 0.00], [-0.02, 0.02, 0.01], [-0.15, -0.05, -0.03], [-0.01, -0.03, -0.01], [0.02, 0.00, 0.01], [0.03, 0.01, -0.01], [-0.01, -0.04, 0.00]],
  "mulliken_spin": [1.5797, 0.0647, 0.2705, -0.0578, 0.1814, 0.0870, 0.3216, 0.1510, -0.0149, 0.2302, -0.0529, 0.0537, -0.0124, 0.0426, 0.0089, -0.0001, 0.0053, 0.0000, 0.0904, 0.0358, -0.0886, -0.0019, 0.0089, 0.0184, 0.0012, 0.0001, 0.0019, 0.0002, 0.0011, -0.0040, -0.0014, 0.1188, -0.0063, 0.0047, 0.0122, 0.5184, 0.0012, 0.0046, 0.0095, -0.0744, 0.5357, -0.1588, 0.0131, -0.0042, 0.0078, 0.0008, -0.0003, 0.0000, 0.0032, -0.0187, 0.0018, 0.0001, 0.0008, 0.0000, 0.0083, 0.0162, 0.0808, 0.0001, 0.0052, 0.0002, -0.0002, -0.0005, -0.0008, -0.0019, -0.0014, 0.0068, -0.0007, -0.0029, 0.0001, -0.0002],
  "s_squared": 6.07,
  "total_charge": 1,
  "multiplicity": 5,
  "mol_weight_g_mol": 803.24,
  "gap_ev": [6.23, 4.57]
}